DFT (ωB97M-V with the def2-TZVPD basis set) results for an isolated molecule of C18H25NO5.

Properties
- HOMO (eV) = -8.700
- net charge = 0
- frontier orbital gap (eV) = 9.01
- total energy (eV) = -30801.451
- SMILES = CCCC[C@H](CCC(=O)Nc1ccccc1C(=O)OCC)C(=O)O
- energy relative to the best compared isomer or geometry (same formula, charge and spin) (eV) = 0.140
- LUMO energy (eV) = 0.309

Last column: Mulliken charge in e.
CARTESIAN COORDINATES (ANGSTROEM)
C1 -5.8687 -3.2085 -1.9721  -1.32
C2 -5.1314 -1.8913 -2.1796  -0.36
C3 -4.4584 -1.4095 -0.8963  -0.45
C4 -3.7282 -0.0849 -1.1096  -1.35
C5 -3.1099 0.4792 0.1793  0.81
C6 -2.0642 -0.4511 0.8017  -1.19
C7 -1.0544 0.3069 1.6784  -0.99
C8 -0.1990 1.2074 0.8095  0.52
O1 -0.5807 2.2914 0.4202  -0.70
N1 1.0015 0.6430 0.4895  -0.04
C9 2.0310 1.1469 -0.2861  0.26
C10 1.9181 2.3579 -0.9725  -0.60
C11 2.9608 2.8329 -1.7397  -0.56
C12 4.1451 2.1155 -1.8453  -0.70
C13 4.2756 0.9199 -1.1738  -0.59
C14 3.2357 0.4146 -0.3887  0.11
C15 3.4256 -0.8647 0.3166  1.15
O2 2.5770 -1.4339 0.9848  -0.78
O3 4.6494 -1.3701 0.1648  -0.28
C16 4.9152 -2.6058 0.8288  -0.24
C17 6.3685 -2.9693 0.5930  -1.24
C18 -4.2235 0.8665 1.1277  0.17
O4 -5.2180 1.4600 0.8032  -0.60
O5 -4.0113 0.5030 2.4020  -0.43
H1 -5.1802 -3.9855 -1.6463  0.33
H2 -6.3404 -3.5336 -2.8964  0.40
H3 -6.6409 -3.0963 -1.2141  0.33
H4 -4.3755 -2.0163 -2.9585  0.31
H5 -5.8367 -1.1311 -2.5212  0.33
H6 -3.7570 -2.1728 -0.5532  0.27
H7 -5.2184 -1.2795 -0.1227  0.32
H8 -2.9404 -0.2152 -1.8543  0.43
H9 -4.4374 0.6510 -1.4924  0.43
H10 -2.6179 1.4255 -0.0823  0.36
H11 -1.5236 -0.9586 -0.0007  0.49
H12 -2.5556 -1.2081 1.4131  0.58
H13 -1.5975 0.9229 2.3944  0.48
H14 -0.4343 -0.4068 2.2208  0.33
H15 1.2213 -0.2691 0.8932  0.17
H16 1.0013 2.9170 -0.8893  0.54
H17 2.8496 3.7713 -2.2620  0.40
H18 4.9580 2.4903 -2.4478  0.41
H19 5.1894 0.3518 -1.2457  0.48
H20 4.2409 -3.3730 0.4312  0.31
H21 4.7001 -2.4869 1.8968  0.32
H22 6.5601 -3.0772 -0.4712  0.31
H23 6.5952 -3.9069 1.0919  0.40
H24 7.0174 -2.1914 0.9862  0.31
H25 -4.7506 0.8017 2.9547  0.37